# C24H43BrIN2O10S5

A 6-piece molecular cluster, C24H43BrIN2O10S5 overall (ωB97M-V/def2-TZVPD, OMol25).

Computed properties:
Gap between HOMO and LUMO in eV: 6.27
Molar mass in g/mol: 886.8
E_LUMO in eV: -5.31

```
! RIJCOSX wB97M-V def2-TZVPD def2/J DEFGRID3
* xyz 1 1
Br 2.62369 -3.91145 -2.69001
N 3.30937 -5.43552 -3.60305
C 2.67158 -6.77761 -3.50820
C 3.05737 -8.18882 -4.22899
C 4.40084 -7.98399 -5.21183
I 5.25415 -9.59359 -6.41842
C 4.91571 -6.43543 -5.11342
N 4.41129 -5.26279 -4.37363
H 1.71135 -6.82622 -2.79831
H 2.48980 -9.21492 -4.11555
H 5.88000 -6.21223 -5.78517
C -0.16724 -8.63555 1.34269
C -0.23962 -7.16183 1.73957
C -0.20619 -6.33826 0.45322
S -0.91095 -7.37316 -0.82112
O 0.12146 -7.68003 -1.78863
O -2.20249 -6.84108 -1.20749
C -1.16514 -8.80633 0.20700
H -0.39950 -9.29467 2.18426
H 0.84418 -8.87508 0.99327
H -1.17888 -6.97370 2.27373
H 0.58005 -6.88223 2.40880
H -0.79668 -5.42326 0.54593
H 0.81869 -6.09243 0.16191
H -1.00369 -9.71618 -0.37358
H -2.19377 -8.77355 0.57834
C -1.17616 0.90810 -1.36023
C 0.00053 0.32923 -2.14440
C 0.67524 -0.71410 -1.25541
S -0.59770 -1.34705 -0.17343
O -0.27816 -0.96564 1.18619
O -0.90201 -2.71469 -0.54411
C -1.90342 -0.28825 -0.76475
H -1.83624 1.50279 -1.99840
H -0.80301 1.55762 -0.55942
H -0.37074 -0.14966 -3.05860
H 0.70806 1.10789 -2.44604
H 1.09269 -1.53485 -1.84416
H 1.45596 -0.26621 -0.63448
H -2.56896 -0.02065 0.05770
H -2.45594 -0.83605 -1.53395
C 0.89691 5.13346 2.72468
C -0.50875 5.24864 3.31245
C -1.50185 5.04931 2.16875
S -0.68017 4.01194 0.96860
O -0.47492 4.78064 -0.24099
O -1.30613 2.70482 0.95999
C 0.87243 3.89885 1.83592
H 1.65827 5.05129 3.50583
H 1.12092 6.02372 2.12492
H -0.65361 4.46629 4.06736
H -0.66327 6.21328 3.80589
H -2.41526 4.55595 2.51051
H -1.74958 5.99761 1.68395
H 1.69762 3.86666 1.12247
H 0.85547 2.98309 2.43437
C -5.54224 0.18620 1.36943
C -7.02745 0.30882 1.70664
C -7.34121 1.79592 1.86207
S -6.17118 2.66417 0.82823
O -5.30021 3.44935 1.67738
O -6.86925 3.23531 -0.30621
C -5.27871 1.22049 0.28520
H -5.28386 -0.82244 1.03399
H -4.94139 0.41239 2.25840
H -7.62338 -0.11020 0.88675
H -7.28335 -0.24571 2.61488
H -8.35771 2.02891 1.53501
H -7.19569 2.13004 2.89302
H -4.22024 1.45819 0.16636
H -5.70401 0.90463 -0.67208
C 5.28657 7.69274 -0.70268
C 4.87924 6.22050 -0.66810
C 4.99645 5.74608 0.77940
S 4.73249 7.18792 1.80071
O 5.96129 7.48328 2.50706
O 3.45806 7.06452 2.47972
C 4.55845 8.34956 0.46059
H 5.02816 8.16334 -1.65577
H 6.37090 7.77967 -0.56439
H 3.84044 6.12148 -1.00578
H 5.50001 5.61311 -1.33414
H 4.24396 4.98991 1.01707
H 5.99584 5.35744 0.99352
H 4.98366 9.31379 0.74419
H 3.49075 8.45646 0.24697
*
```

=====

# C24H43BrP2V

C24H43BrP2V as an isolated structure (ωB97M-V/def2-TZVPD, OMol25).

Computed properties:
Gap between HOMO and LUMO (alpha / beta) in eV: 7.83 / 8.44
Molar mass in g/mol: 524.4
E_LUMO (alpha / beta) in eV: -3.60 / -3.04
Energy above the lowest of the compared OMol25 structures with the same formula, charge and spin in kJ/mol: 0.0

```
! RIJCOSX wB97M-V def2-TZVPD def2/J DEFGRID3
* xyz 1 3
V -0.10518 -0.05613 2.02946
C -0.81379 -1.89497 2.80824
C 0.55519 -2.02481 2.38803
C 0.46115 -0.42435 4.06897
C -0.86519 -0.91110 3.84622
C 1.34367 -1.12406 3.17969
C -1.97126 -2.69818 2.32108
H -1.72291 -3.23018 1.39659
H -2.85775 -2.07335 2.14354
H -2.25264 -3.45068 3.07243
C -2.06632 -0.56613 4.65146
H -2.99151 -0.78398 4.10752
H -2.07017 0.49338 4.92044
H -2.07924 -1.15099 5.58379
C 0.85694 0.58360 5.08924
H 0.96012 0.10917 6.07690
H 0.10004 1.37131 5.17110
H 1.81087 1.06084 4.83574
C 2.83186 -1.03325 3.17168
H 3.25551 -1.62035 4.00266
H 3.18411 -0.00074 3.30087
H 3.24928 -1.43251 2.23986
C 1.08581 -2.99790 1.39343
H 1.48819 -3.88048 1.90656
H 1.90093 -2.56265 0.79971
H 0.29837 -3.34678 0.71677
C -1.88900 0.83036 -3.58883
C -1.93137 -0.48257 -3.86645
C -1.08172 -1.14272 -4.90644
C 0.36537 -0.60313 -5.04465
C 1.03495 -0.02493 -3.82651
C 1.10687 1.29318 -3.56770
C 0.18548 2.32136 -4.15778
C -1.25451 1.84314 -4.49601
H -1.55649 -1.05604 -5.89855
H 0.39022 0.11753 -5.87445
H -1.03637 -2.22167 -4.69718
H -1.26874 1.48622 -5.53598
H -2.50362 1.23132 -2.77928
H -2.72047 -1.11132 -3.43753
H -1.89986 2.73586 -4.46523
H 0.11391 3.18022 -3.46979
H 1.92834 1.70199 -2.96181
H 0.61231 2.71932 -5.09618
H 0.98071 -1.46221 -5.35044
H 1.60647 -0.73085 -3.21262
P -1.32984 -0.00810 -0.05220
P 1.69489 1.29178 0.89783
C -0.43815 1.30437 -0.99484
C 0.66265 2.16170 -0.36413
H -1.19697 1.97483 -1.41831
H -0.05265 0.70932 -1.82870
H 1.35911 2.51518 -1.13565
H 0.21510 3.04389 0.11426
C 2.37859 2.60106 1.94505
H 2.96664 2.14935 2.75394
H 1.56086 3.18851 2.38277
H 3.02491 3.24836 1.33657
C 3.09974 0.54830 0.01413
H 3.49935 1.27850 -0.70134
H 2.78620 -0.35848 -0.52094
H 3.88324 0.28221 0.73547
C -3.06587 0.47556 -0.10159
H -3.62888 -0.25219 0.49881
H -3.44537 0.47429 -1.13300
H -3.17867 1.47271 0.34537
C -1.10813 -1.56404 -0.94408
H -0.10645 -1.97448 -0.78498
H -1.24543 -1.42056 -2.02010
H -1.86343 -2.27889 -0.59052
Br -1.24000 2.15704 2.57758
*
```